ORCA calculation (the ωB97M-V functional and the def2-TZVPD basis) on a structure of composition C28H53CrGe2N5O4P2Te in a non-equilibrium geometry.

XYZ file:
```
96
C28H53CrGe2N5O4P2Te (the ωB97M-V functional and the def2-TZVPD basis)
Cr -0.59315 -0.26524 -0.41776
C -1.77075 -1.53954 3.35714
N -1.51845 -0.21794 3.89674
C -1.29775 -0.18654 5.32714
P -0.94085 0.99646 2.91334
O -1.19235 0.65796 1.48534
N -1.70465 2.39606 3.42284
C -1.31125 3.62636 2.76174
C -3.07865 2.36216 3.87094
N 0.66485 1.42396 3.15214
C 1.08195 2.14626 4.33744
C 1.68035 0.49916 2.69154
H -0.96115 -2.23744 3.59104
H -1.86585 -1.47324 2.27284
H -2.69915 -1.93584 3.77714
H -0.44595 -0.80824 5.62304
H -2.18575 -0.56654 5.84044
H -1.11935 0.83736 5.64564
H -0.31555 3.50076 2.34084
H -1.29765 4.44856 3.48364
H -1.99855 3.89256 1.95164
H -3.31045 1.36196 4.22764
H -3.78525 2.61506 3.07264
H -3.21515 3.07716 4.68704
H 0.25865 2.73676 4.72594
H 1.89415 2.82616 4.06844
H 1.44145 1.47176 5.12124
H 1.29845 -0.10614 1.86854
H 2.01745 -0.17334 3.48974
H 2.54545 1.06656 2.34104
C -2.22275 -3.37594 -3.09656
C -1.21155 -3.79504 -2.04196
O -0.79115 -2.66274 -1.28916
P 0.42475 -2.99424 -0.11936
O 0.46495 -1.58234 0.48504
Te 2.77505 -2.25334 -2.40186
O -0.54445 -3.77004 0.96474
C -0.25205 -5.10464 1.33234
C 0.41415 -5.15234 2.69984
H -2.66175 -4.25434 -3.56686
H -1.74125 -2.77344 -3.86506
H -3.02125 -2.79744 -2.63386
H -0.32405 -4.24034 -2.51636
H -1.65685 -4.53284 -1.36206
H 0.39885 -5.57444 0.58534
H -1.20035 -5.65114 1.35694
H 1.26805 -4.47774 2.71414
H 0.75035 -6.16274 2.91624
H -0.28805 -4.84504 3.47124
C 3.69295 2.20616 -2.54326
Ge 1.74725 1.93026 -2.10656
C 0.70725 2.96106 -3.47326
C 1.27225 2.67936 -0.29896
Ge 0.92345 -0.52484 -2.27426
C 0.37955 -0.46734 -4.19116
C -0.95115 -0.22504 -4.52276
C -1.35455 -0.16674 -5.84476
C -0.42625 -0.33154 -6.86046
C 0.90395 -0.55944 -6.54406
C 1.29905 -0.63134 -5.22156
C 3.48585 -2.07144 -0.39936
C 3.82355 -0.82944 0.11304
C 4.38595 -0.72894 1.37284
C 4.59585 -1.86444 2.13514
C 4.21725 -3.10184 1.64204
C 3.67115 -3.20984 0.37424
H 3.94915 3.24536 -2.35326
H 3.84475 1.99766 -3.59906
H 4.35295 1.56646 -1.96436
H 1.22105 3.89926 -3.66886
H -0.29075 3.17436 -3.10126
H 0.62495 2.41716 -4.41046
H 0.83095 3.66446 -0.42346
H 2.14695 2.77126 0.33814
H 0.53995 2.03766 0.19554
H -1.67375 -0.09784 -3.72106
H -2.39425 -0.00254 -6.08846
H -0.73875 -0.27884 -7.89236
H 1.63915 -0.68364 -7.32366
H 2.33855 -0.81624 -4.97026
H 3.64735 0.06516 -0.47536
H 4.68835 0.23626 1.75024
H 5.04835 -1.78174 3.11234
H 4.35995 -3.98584 2.24584
H 3.40165 -4.17984 -0.02116
C -3.77825 3.58236 -0.42706
N -3.18955 2.93866 -1.58566
C -3.42155 3.53516 -2.88456
C -2.42245 1.90736 -1.41106
N -1.72795 0.98706 -1.20166
H -3.39895 4.60466 -0.32336
H -3.51315 3.00826 0.46004
H -4.86755 3.61356 -0.51496
H -3.07645 4.57206 -2.88296
H -4.48755 3.52156 -3.12416
H -2.88235 2.98346 -3.65086
```

Calculated values
**Expectation value of S²**: 8.780
**Energy relative to the best compared isomer or geometry (same formula, charge and spin)**: 37.3 kcal per mole
**LUMO energy (spin up / spin down)**: -0.1055 / -0.1668 hartree
**Total energy**: -7822.41288 Eh
**Net charge**: +1
**Kohn-Sham gap (spin up / spin down)**: 6.7824 / 5.2928 eV
**2S+1**: 6
**Highest occupied orbital energy (spin up / spin down)**: -0.3548 / -0.3613 hartree

The net atomic charges from Mulliken, expressed in e, are: 0.225 -1.208 0.586 -1.052 -0.023 -0.115 0.184 -0.713 -0.942 0.770 -1.141 -0.479 0.445 0.049 0.364 0.263 0.337 0.355 0.181 0.362 0.066 0.327 0.193 0.322 0.444 0.287 0.275 -0.538 0.395 0.414 -1.083 -0.437 -0.218 0.107 -0.011 0.075 -0.188 -0.368 -1.159 0.465 0.092 0.246 0.364 0.226 0.410 0.355 0.228 0.412 0.276 -1.219 0.729 -0.945 -1.115 0.755 0.546 -0.591 -0.857 -0.544 -0.756 -0.524 -0.246 0.190 -0.724 -0.526 -0.629 -0.210 0.430 0.397 0.394 0.482 0.042 0.318 0.553 0.440 0.247 0.492 0.470 0.404 0.425 0.257 0.097 0.515 0.430 0.447 0.367 -0.693 0.070 -0.933 0.560 -0.624 0.367 -0.047 0.371 0.334 0.329 0.296